# C9H7F4N

The molecule C9H7F4N in a non-equilibrium geometry (wB97M-V/def2-TZVPD, the Open Molecules 2025 dataset).

Values from the calculation:
- Maximum force: 4.82 eV/Å
- Highest occupied orbital energy: -8.15 eV

Positions of all 21 atoms, in Å:
F1 3.20 1.46 -1.19
F2 3.34 -0.51 1.57
F3 2.56 2.51 0.66
F4 4.52 1.55 0.52
N1 -0.82 -0.32 -0.40
C1 3.20 1.39 0.18
C2 -3.31 -1.05 0.27
C3 -2.35 -1.97 -0.16
C4 0.54 0.06 -0.78
C5 1.44 -0.40 0.24
C6 2.61 0.07 0.63
C7 -2.96 0.27 0.42
C8 -1.06 -1.63 -0.47
C9 -1.63 0.65 0.00
H1 -1.41 1.68 -0.13
H2 -3.60 1.03 0.68
H3 0.75 1.16 -1.17
H4 1.09 -1.32 0.59
H5 -2.72 -2.88 -0.31
H6 -4.38 -1.34 0.55
H7 1.00 -0.41 -1.72

=====

# C13H17NO4

The molecule C13H17NO4 (wB97M-V/def2-TZVPD, the Open Molecules 2025 dataset).

Values from the calculation:
- SMILES: COC(=O)c1ccc(C(=O)NCCCCO)cc1
- Relative energy (zero: lowest compared OMol25 entry of this formula, charge and spin): 11.63 kcal/mol
- Maximum force: 0.56 eV/Å
- Highest occupied orbital energy: -9.58 eV

Positions of all 35 atoms, in Å:
O1 -5.12 -0.25 -1.45
O2 3.91 -2.61 -0.56
O3 -5.15 -0.63 0.76
O4 1.20 2.11 1.35
N1 1.71 1.32 -0.70
C1 -1.27 0.66 1.22
C2 3.69 -0.53 0.61
C3 -6.50 -1.08 0.64
C4 -3.17 0.22 -0.18
C5 0.86 1.56 0.33
C6 -2.46 0.67 -1.29
C7 -4.57 -0.23 -0.38
C8 -0.54 1.09 0.11
C9 4.43 -1.87 0.53
C10 -1.15 1.10 -1.15
C11 3.12 1.60 -0.62
C12 3.96 0.33 -0.62
C13 -2.57 0.23 1.08
H1 5.51 -1.69 0.39
H2 4.36 -3.46 -0.60
H3 -3.13 -0.11 1.94
H4 -0.62 1.47 -2.01
H5 -0.79 0.69 2.18
H6 3.27 2.16 0.30
H7 -2.94 0.67 -2.25
H8 4.29 -2.42 1.47
H9 3.40 2.23 -1.47
H10 5.02 0.60 -0.65
H11 -6.82 -1.35 1.64
H12 1.40 0.74 -1.47
H13 -7.13 -0.28 0.23
H14 2.62 -0.74 0.68
H15 -6.55 -1.94 -0.03
H16 4.00 0.00 1.51
H17 3.74 -0.26 -1.52